(1)
DFT (the ωB97M-V functional and the def2-TZVPD basis) results for one molecule with the formula C8H16FO2P at a distorted geometry.

Each line ends with the Mulliken charge.
Geometry (Å):
C  -4.835  0.021  1.271  -0.8698
C  -4.625  -0.790  -0.145  -0.5186
C  -3.074  -1.282  -0.420  0.1424
F  -2.449  -1.954  0.779  -0.3441
P  -1.875  0.203  -0.815  -0.1443
C  -0.069  -0.490  -0.900  -0.7021
C  0.966  0.744  -0.484  -0.5061
C  2.533  0.265  -0.779  -0.3656
O  3.276  0.286  0.486  -0.3175
C  4.493  1.103  0.425  0.5481
C  5.805  0.558  1.301  -0.7618
O  4.660  2.263  -0.211  -0.5417
H  -4.386  -0.526  2.213  0.2398
H  -4.413  1.127  1.255  0.2721
H  -6.012  0.104  1.448  0.2923
H  -5.286  -1.778  -0.057  0.2880
H  -5.051  -0.179  -1.069  0.2784
H  -3.140  -2.049  -1.331  0.2822
H  -2.136  0.693  -2.168  0.0468
H  0.228  -0.873  -1.974  0.3582
H  0.103  -1.398  -0.158  0.3379
H  0.869  0.934  0.690  0.2681
H  0.681  1.719  -1.078  0.2944
H  3.025  0.847  -1.666  0.3323
H  2.453  -0.865  -1.118  0.3060
H  5.681  -0.627  1.321  0.2516
H  6.798  0.912  0.791  0.2862
H  5.783  1.030  2.391  0.2468

The gap between HOMO and LUMO is 9.48 eV. The value obtained for the calculated total energy is -24651.442 eV. As for the SMILES: CC[C@H](F)PCCCOC(C)=O. For the highest occupied orbital energy, the calculation gives -8.647 eV.

---

(2)
DFT (the ωB97M-V functional and the def2-TZVPD basis) results for one molecule with the formula Cl2NO3P at a distorted geometry.

Each line ends with the Mulliken charge.
Geometry (Å):
O  -1.203  -0.956  -1.379  -0.3448
N  -1.652  -0.877  -0.292  0.3469
O  -0.805  -0.573  0.674  -0.1604
P  0.530  0.473  0.185  0.9062
O  0.044  1.447  -0.786  -0.4835
Cl  2.243  -0.583  -0.372  -0.1600
Cl  0.842  1.068  1.970  -0.1044

The gap between HOMO and LUMO is 10.51 eV. The value obtained for the calculated total energy is -41965.501 eV. As for the SMILES: O=NOP(=O)(Cl)Cl. For the highest occupied orbital energy, the calculation gives -10.875 eV.

---

(3)
DFT (the ωB97M-V functional and the def2-TZVPD basis) results for one molecule with the formula C4H5BrN2O at a distorted geometry.

Each line ends with the Mulliken charge.
Geometry (Å):
C  -0.123  1.124  0.070  -0.7707
N  -0.230  -0.262  0.431  0.1637
N  0.894  -1.072  0.198  -0.1691
C  0.473  -2.345  -0.017  0.4453
O  1.180  -3.330  -0.020  -0.6606
C  -0.998  -2.293  -0.093  -0.3169
C  -1.362  -0.984  0.058  0.0477
Br  -3.051  -0.129  -0.058  -0.1227
H  0.566  1.101  -0.930  0.2932
H  -1.087  1.593  -0.289  0.2391
H  0.463  1.808  0.772  0.2502
H  1.813  -0.818  0.424  0.2156
H  -1.664  -3.123  -0.339  0.3852

The gap between HOMO and LUMO is 9.04 eV. The value obtained for the calculated total energy is -79297.533 eV. As for the SMILES: Cn1[nH]c(=O)cc1Br. For the highest occupied orbital energy, the calculation gives -8.588 eV.

---

(4)
DFT (the ωB97M-V functional and the def2-TZVPD basis) results for an isolated ion of composition C4H8NO and charge +1 at a distorted geometry.

Each line ends with the Mulliken charge.
Geometry (Å):
C  -2.133  1.080  -0.068  -0.5960
C  -1.283  0.135  -0.426  -0.2358
C  0.378  -0.403  -0.434  0.7267
O  0.803  -0.936  -1.557  -0.4629
C  1.006  -0.784  0.926  -0.5156
N  1.329  0.516  0.203  -0.1618
H  -3.235  0.914  -0.140  0.2611
H  -1.798  2.141  0.317  0.1711
H  -1.863  -0.647  -0.872  0.2566
H  1.333  -1.739  -1.349  0.4007
H  0.469  -0.702  1.754  0.3113
H  1.682  -1.595  1.102  0.2772
H  1.041  1.410  0.585  0.2855
H  2.272  0.608  -0.041  0.2819

The gap between HOMO and LUMO is 11.15 eV. The value obtained for the calculated total energy is -7804.770 eV. As for the SMILES: C=C[C@]1(O)C[NH2+]1. As for the total charge: +1. For the highest occupied orbital energy, the calculation gives -14.589 eV.